# 1
{
  "formula": "C6H12N2",
  "method": "ωB97M-V with the def2-TZVPD basis set",
  "de_lowest_kcal_mol": 55.3,
  "energy_ev": -9394.4528,
  "homo_ev": -8.29,
  "orbital_gap_ev": 9.22,
  "smiles": "Cc1c[nH]cn1.CC",
  "total_charge": 0,
  "lumo_ha": 0.0343,
  "mol_weight_g_mol": 112.2,
  "species": ["C", "C", "C", "N", "C", "N", "H", "H", "H", "H", "H", "H", "C", "C", "H", "H", "H", "H", "H", "H"],
  "positions_angstrom": [[-0.9855, -1.2044, -0.5176], [0.3214, -1.1179, -0.9914], [0.9190, -0.2663, -1.9115], [2.2822, -0.4137, -2.0594], [2.4333, -1.5312, -1.1889], [1.3226, -1.8914, -0.5716], [-1.6127, -0.6768, -1.3120], [-1.1040, -0.7604, 0.5768], [-1.2775, -2.2984, -0.5919], [0.2737, 0.6073, -2.4793], [2.9200, 0.0864, -2.6371], [3.4099, -1.8765, -0.7128], [-0.9097, 0.9847, 2.2998], [-1.2774, 1.9313, 1.2861], [-1.8552, 0.8480, 2.9446], [-0.6142, 0.0521, 1.8858], [0.0062, 1.3221, 2.9459], [-1.7792, 2.7635, 1.6310], [-0.3407, 2.0875, 0.6116], [-2.1321, 1.3542, 0.7919]]
}

# 2
{
  "formula": "C5H7Cl",
  "method": "ωB97M-V with the def2-TZVPD basis set",
  "de_lowest_kcal_mol": 42.1,
  "energy_ev": -17818.6536,
  "homo_ev": -9.52,
  "orbital_gap_ev": 10.64,
  "smiles": "Cl[C@@H]1[C@H]2CC[C@@H]12",
  "total_charge": 0,
  "lumo_ha": 0.0413,
  "mol_weight_g_mol": 102.6,
  "species": ["Cl", "C", "C", "C", "C", "C", "H", "H", "H", "H", "H", "H", "H"],
  "positions_angstrom": [[-3.4087, -0.0273, 0.0061], [-1.7269, -0.0468, 0.4299], [-0.7641, 0.6899, -0.5520], [0.6204, 0.8338, 0.0111], [0.6369, -0.7256, 0.1662], [-0.7896, -0.8092, -0.4866], [-1.6040, 0.0025, 1.4956], [-1.3085, 1.3868, -1.1915], [0.7373, 1.1826, 0.9965], [1.4743, 1.1809, -0.7069], [1.4794, -1.0273, -0.4876], [0.6481, -1.1005, 1.2387], [-1.1345, -1.6179, -1.0707]]
}

# 3
{
  "formula": "C33H44N2O2PdS",
  "method": "ωB97M-V with the def2-TZVPD basis set",
  "energy_ev": -56325.4371,
  "homo_ev": -0.17,
  "orbital_gap_ev": 4.69,
  "total_charge": -2,
  "lumo_ha": 0.1659,
  "mol_weight_g_mol": 639.2,
  "species": ["Pd", "C", "C", "C", "C", "C", "C", "C", "N", "C", "C", "C", "C", "C", "C", "O", "C", "C", "C", "C", "C", "C", "C", "C", "C", "O", "C", "C", "C", "C", "C", "C", "H", "H", "H", "H", "H", "H", "H", "H", "H", "H", "H", "H", "H", "H", "H", "H", "H", "H", "H", "H", "H", "H", "H", "H", "H", "H", "H", "H", "H", "H", "H", "H", "H", "H", "H", "H", "H", "H", "H", "H", "S", "C", "C", "C", "C", "C", "N", "H", "H", "H", "H"],
  "positions_angstrom": [[-1.9050, -0.7589, -2.4578], [1.3436, 3.3284, 2.2975], [-0.1565, 3.4753, 2.3875], [-0.4437, 4.9687, 2.6111], [-0.6978, 2.5930, 3.5373], [-0.7477, 3.0490, 1.0868], [-0.3289, 1.8410, 0.5951], [-0.9391, 1.1627, -0.5017], [-0.6105, -0.0828, -0.9688], [0.4361, -0.8009, -0.4463], [0.3791, -1.2389, 0.8655], [1.3897, -1.9946, 1.4544], [2.5042, -2.1853, 0.6041], [2.6266, -1.7226, -0.6908], [1.5052, -1.2035, -1.3823], [1.2809, -1.2364, -2.6291], [3.9664, -1.9389, -1.4185], [4.1067, -0.8900, -2.5469], [4.0439, -3.3290, -2.0869], [5.1003, -1.7120, -0.3846], [1.2795, -2.5371, 2.8748], [0.5382, -1.4786, 3.6951], [0.5585, -3.8649, 2.8469], [2.6458, -2.8084, 3.4704], [-1.9629, 1.8314, -1.1612], [-2.6294, 1.1516, -2.0629], [-2.4111, 3.1079, -0.6968], [-1.8447, 3.6769, 0.4589], [-3.4760, 3.8256, -1.4740], [-4.8420, 3.0651, -1.2535], [-3.6301, 5.3367, -1.1537], [-3.2700, 3.7997, -3.0269], [1.7685, 4.0059, 3.0583], [1.7222, 3.7220, 1.3299], [1.7275, 2.3108, 2.4788], [0.2765, 5.4271, 3.3589], [-1.4392, 5.1441, 3.0156], [-0.3702, 5.5062, 1.6841], [-0.1359, 2.6556, 4.4724], [-0.7644, 1.5429, 3.2060], [-1.7167, 2.9045, 3.7454], [0.5319, 1.3693, 1.0374], [-0.6003, -1.0398, 1.3785], [3.3515, -2.7522, 1.0305], [3.3000, -0.9837, -3.2933], [5.0971, -0.9344, -3.1088], [4.0895, 0.1456, -2.1527], [3.2451, -3.2736, -2.8082], [3.9720, -4.1858, -1.3364], [5.0024, -3.3207, -2.6827], [5.0880, -0.7260, 0.1696], [6.1071, -1.7897, -0.8862], [5.0121, -2.5496, 0.3312], [-0.4510, -1.2356, 3.3451], [1.0542, -0.5084, 3.6766], [0.3605, -1.7836, 4.7413], [-0.4879, -3.7943, 2.6574], [0.6993, -4.4083, 3.7772], [1.0280, -4.4283, 2.0655], [3.2112, -1.8399, 3.3946], [3.1933, -3.6760, 3.0515], [2.5975, -3.0363, 4.5519], [-2.3534, 4.5422, 0.8525], [-4.9795, 3.0315, -0.1362], [-4.7984, 2.0065, -1.5835], [-5.7056, 3.6411, -1.7231], [-3.8919, 5.4290, -0.0652], [-4.4623, 5.7363, -1.7280], [-2.7069, 5.8621, -1.4753], [-3.1000, 2.7530, -3.3399], [-2.3511, 4.3349, -3.3138], [-4.1228, 4.3051, -3.5315], [-2.9279, -1.6268, -4.4484], [-2.3396, -3.0993, -3.7165], [-2.3806, -4.4440, -4.1078], [-1.9804, -5.4316, -3.1784], [-1.5222, -5.0481, -1.8731], [-1.5590, -3.7143, -1.5386], [-1.8037, -2.8002, -2.4921], [-2.5995, -4.7696, -5.1450], [-2.0729, -6.4853, -3.4718], [-1.0941, -5.7754, -1.1981], [-1.5272, -3.3452, -0.5184]]
}

# 4
{
  "formula": "C2H9NS",
  "method": "ωB97M-V with the def2-TZVPD basis set",
  "de_lowest_kcal_mol": 26.1,
  "energy_ev": -14535.8381,
  "homo_ev": [-13.29, -13.27],
  "multiplicity": 2,
  "orbital_gap_ev": [9.41, 4.23],
  "total_charge": 1,
  "s2": 0.7542,
  "lumo_ha": [-0.1424, -0.3321],
  "mol_weight_g_mol": 79.2,
  "species": ["S", "H", "C", "C", "N", "H", "H", "H", "H", "H", "H", "H", "H"],
  "positions_angstrom": [[0.4940, -2.1323, 1.0177], [-0.2220, -2.0347, -0.1120], [0.6866, 1.4363, -1.5296], [-0.0572, 1.5890, -0.2240], [-1.4446, 1.2713, -0.2736], [1.6221, 1.9869, -1.4910], [0.8654, 0.3800, -1.7114], [0.0802, 1.8486, -2.3371], [0.3839, 0.9896, 0.5787], [-0.0755, 2.6096, 0.2254], [-2.0559, 1.8214, -0.8864], [-1.8879, 1.2611, 0.6515], [-0.2035, -1.1294, 1.5566]]
}